No. 1
Molecular formula: C9H24BrN3O3
Method: DFT, wB97M-V/def2-TZVPD

Last column: natural (NBO) charge in e.
Geometry (Å):
Br (0.292, 0.536, -0.875)  -0.92
C (5.849, 0.289, 0.118)  -0.75
C (4.436, 0.080, -0.290)  0.74
O (3.795, -0.909, -0.341)  -0.46
N (3.754, 1.358, -0.803)  -0.61
H (4.315, 1.820, -1.524)  0.44
H (2.919, 1.020, -1.326)  0.48
C (3.316, 2.276, 0.306)  -0.41
H (6.313, -0.662, 0.360)  0.28
H (5.885, 0.928, 1.003)  0.27
H (6.405, 0.747, -0.701)  0.27
H (2.727, 3.040, -0.193)  0.25
H (4.196, 2.731, 0.748)  0.23
H (2.707, 1.700, 0.990)  0.24
C (-3.206, 0.786, -1.777)  -0.75
C (-4.661, 0.917, -1.542)  0.72
O (-5.544, 0.938, -2.315)  -0.41
N (-5.036, 1.202, -0.064)  -0.58
H (-5.495, 0.386, 0.355)  0.45
H (-4.154, 1.289, 0.450)  0.43
C (-5.854, 2.419, 0.113)  -0.43
H (-3.013, 0.272, -2.712)  0.29
H (-2.665, 0.284, -0.975)  0.25
H (-2.837, 1.816, -1.833)  0.28
H (-6.829, 2.305, -0.351)  0.26
H (-5.373, 3.274, -0.357)  0.24
H (-5.977, 2.606, 1.177)  0.24
C (1.301, -3.082, -0.587)  -0.75
C (0.039, -2.906, 0.167)  0.74
O (-0.984, -3.477, 0.025)  -0.45
N (0.085, -1.903, 1.313)  -0.62
H (1.039, -1.576, 1.480)  0.44
H (-0.352, -1.021, 0.981)  0.48
C (-0.479, -2.447, 2.589)  -0.42
H (2.164, -3.036, 0.082)  0.24
H (1.431, -2.282, -1.316)  0.30
H (1.259, -4.059, -1.057)  0.28
H (-0.018, -1.895, 3.405)  0.23
H (-0.202, -3.490, 2.680)  0.24
H (-1.547, -2.273, 2.601)  0.24

Properties
charge	+2
E_HOMO	-14.2	eV
orbital gap	8.8	eV
ΔE to the lowest compared entry with this formula, charge and spin	61.46	kJ/mol
total energy	-90362.8205	eV

No. 2
Molecular formula: C20H51FO7P
Method: DFT, wB97M-V/def2-TZVPD

Last column: Löwdin charge in e.
Geometry (Å):
C (-0.840, 9.246, 3.643)  -0.13
O (-0.252, 9.173, 2.372)  -0.22
C (-1.104, 8.686, 1.352)  -0.24
C (-0.337, 7.878, 0.297)  -0.19
C (1.173, 7.823, 0.458)  -0.23
C (1.690, 6.927, 1.574)  -0.30
C (1.336, 5.451, 1.401)  -0.38
P (-0.313, 4.906, 2.278)  0.39
C (0.132, 3.033, 1.980)  -0.52
C (-0.390, 2.433, 0.694)  -0.13
F (-0.389, 2.254, 3.060)  -0.16
H (-1.372, 8.322, 3.886)  0.08
H (-0.040, 9.373, 4.370)  0.08
H (-1.533, 10.093, 3.721)  0.08
H (-1.604, 9.543, 0.882)  0.11
H (-1.882, 8.053, 1.785)  0.10
H (-0.714, 6.855, 0.282)  0.06
H (-0.570, 8.320, -0.675)  0.10
H (1.575, 8.835, 0.545)  0.10
H (1.579, 7.409, -0.472)  0.10
H (2.779, 7.041, 1.592)  0.09
H (1.324, 7.267, 2.546)  0.08
H (1.294, 5.204, 0.333)  0.06
H (2.150, 4.861, 1.830)  0.05
H (-1.049, 4.973, 0.975)  -0.04
H (-1.557, 4.480, 2.951)  -0.06
H (0.432, 4.829, 3.563)  -0.03
H (-0.662, 6.307, 2.552)  -0.06
H (1.213, 2.908, 2.058)  0.08
H (0.274, 1.666, 0.285)  0.05
H (-0.521, 3.210, -0.060)  0.04
H (-1.359, 1.976, 0.888)  0.07
C (-0.500, -0.823, 2.489)  -0.10
O (0.176, -2.078, 2.495)  -0.19
C (-0.634, -3.173, 2.126)  -0.22
C (-0.442, -3.558, 0.674)  -0.20
O (-0.896, -2.544, -0.207)  -0.20
C (0.144, -1.713, -0.695)  -0.10
H (0.244, -0.039, 2.582)  0.08
H (-1.056, -0.678, 1.561)  0.08
H (-1.187, -0.746, 3.337)  0.09
H (-1.692, -2.955, 2.312)  0.13
H (-0.348, -4.024, 2.754)  0.12
H (-1.022, -4.463, 0.461)  0.11
H (0.613, -3.783, 0.487)  0.12
H (0.743, -2.245, -1.444)  0.08
H (0.796, -1.375, 0.113)  0.09
H (-0.320, -0.843, -1.157)  0.09
C (-4.976, -7.416, -3.288)  -0.12
O (-5.539, -6.673, -2.225)  -0.19
C (-5.090, -7.079, -0.943)  -0.21
C (-3.986, -6.194, -0.411)  -0.21
O (-2.808, -6.280, -1.191)  -0.20
C (-2.634, -5.188, -2.083)  -0.10
H (-5.239, -6.906, -4.213)  0.09
H (-3.888, -7.472, -3.208)  0.08
H (-5.385, -8.432, -3.316)  0.09
H (-4.746, -8.118, -0.974)  0.12
H (-5.946, -7.026, -0.263)  0.12
H (-3.736, -6.521, 0.604)  0.12
H (-4.333, -5.157, -0.355)  0.13
H (-2.347, -4.284, -1.537)  0.07
H (-3.542, -4.989, -2.658)  0.09
H (-1.831, -5.454, -2.767)  0.09
C (5.355, -5.107, -3.796)  -0.12
O (5.691, -3.786, -3.422)  -0.19
C (4.654, -2.847, -3.656)  -0.21
C (3.866, -2.536, -2.405)  -0.21
O (3.164, -3.670, -1.922)  -0.21
C (3.789, -4.301, -0.820)  -0.11
H (6.134, -5.762, -3.406)  0.09
H (4.392, -5.412, -3.382)  0.08
H (5.323, -5.209, -4.887)  0.09
H (3.978, -3.215, -4.435)  0.13
H (5.118, -1.925, -4.019)  0.13
H (3.127, -1.763, -2.637)  0.12
H (4.532, -2.142, -1.632)  0.13
H (3.678, -3.699, 0.089)  0.09
H (4.851, -4.477, -1.006)  0.08
H (3.289, -5.256, -0.669)  0.09

Properties
charge	-1
E_HOMO	-3.4	eV
orbital gap	5.5	eV
total energy	-47899.1447	eV

No. 3
Molecular formula: C5H8N2
Method: DFT, wB97M-V/def2-TZVPD

Last column: natural (NBO) charge in e.
Geometry (Å):
C (0.532, 1.027, -2.038)  -0.79
C (-0.713, 1.011, -1.261)  -0.03
C (-0.528, -1.233, 0.591)  0.01
C (-0.378, -1.872, -0.702)  0.25
N (-0.265, -2.442, -1.703)  -0.29
N (0.431, -0.577, 1.095)  -0.34
C (0.234, -0.046, 2.428)  -0.44
H (0.917, 0.036, -2.298)  0.24
H (0.084, 1.429, -2.977)  0.29
H (1.338, 1.720, -1.758)  0.21
H (-0.809, 2.019, -0.801)  0.09
H (-1.489, -1.402, 1.092)  0.19
H (-0.735, -0.315, 2.875)  0.18
H (0.327, 1.045, 2.399)  0.21
H (1.040, -0.421, 3.066)  0.22

Properties
charge	0
E_HOMO	-8.7	eV
orbital gap	8.6	eV
ΔE to the lowest compared entry with this formula, charge and spin	525.55	kJ/mol
total energy	-8289.5494	eV

No. 4
Molecular formula: C3H4N2O3
Method: DFT, wB97M-V/def2-TZVPD

Last column: natural (NBO) charge in e.
Geometry (Å):
C (-0.810, 0.038, 0.636)  0.33
C (1.100, -1.176, 0.068)  0.91
C (-2.119, 0.207, -0.069)  -0.80
N (1.854, 0.062, -0.180)  -0.46
N (1.269, 1.210, -0.391)  0.26
O (1.862, 2.198, -0.105)  -0.33
O (1.729, -2.189, 0.172)  -0.52
O (-0.261, -1.075, 0.132)  -0.53
H (-1.975, -0.251, -1.066)  0.23
H (-2.464, 1.332, 0.058)  0.26
H (-2.904, -0.446, 0.469)  0.27
H (2.719, 0.089, 0.276)  0.39

Properties
charge	0
E_HOMO	-9.1	eV
orbital gap	8.8	eV
ΔE to the lowest compared entry with this formula, charge and spin	591.58	kJ/mol
total energy	-12292.8641	eV